The following is a quantum chemistry calculation of 2 unconnected molecules or ions with the total composition C8H21NOSi at a distorted geometry, from the OMol25 dataset.

Values from the calculation:
- Kohn-Sham gap (spin up / spin down) (eV) = 7.10 / 9.42
- 2S+1 = 3
- maximum force (Eh/bohr) = 0.0953
- calculated total energy (eV) = -20047.570

Each atom is followed by the atoms it is bonded to, with distances in Å.
Positions of all 32 atoms, in Å:
1 C 2.96374 -0.37120 1.70830  C7 1.619, H12 1.130, H13 1.161, H14 1.091
2 C -3.08001 -0.76614 -0.57417  C8 1.538, H15 1.204, H16 1.116, H17 1.122
3 C -1.61126 -1.15133 1.56785  C8 1.573, H18 1.106, H19 1.088, H20 1.151
4 C -2.28235 1.03965 0.60809  C8 1.519, H21 1.062, H22 1.095, H23 1.140
5 C -0.10357 -2.28436 -2.83350  O10 1.266, H24 1.085, H25 1.094
6 C 1.77283 3.38456 -0.71124  H26 1.045, H27 1.076, H28 1.064, H29 1.114
7 C 2.61897 -0.53636 0.13536  C1 1.619, N9 1.534, H30 1.167, H31 1.125
8 C -1.83142 -0.35995 0.22694  C2 1.538, C3 1.573, C4 1.519, Si11 1.953
9 N 1.12079 -0.21455 0.20404  C7 1.534, Si11 1.735, H32 1.056
10 O -0.43014 -1.54005 -1.86325  C5 1.266, Si11 1.582
11 Si -0.22624 -0.31336 -0.88475  C8 1.953, N9 1.735, O10 1.582
12 H 2.43477 0.49687 2.20161  C1 1.130
13 H 2.61244 -1.42479 2.04638  C1 1.161
14 H 4.03952 -0.27001 1.85803  C1 1.091
15 H -3.96686 -1.32720 0.01616  C2 1.204
16 H -3.52687 0.05714 -1.18072  C2 1.116
17 H -2.77248 -1.51653 -1.34990  C2 1.122
18 H -2.56290 -0.90027 2.07243  C3 1.106
19 H -0.72131 -0.67407 1.97330  C3 1.088
20 H -1.51971 -2.24836 1.23207  C3 1.151
21 H -3.32829 1.03686 0.79457  C4 1.062
22 H -1.57207 1.36917 1.37306  C4 1.095
23 H -2.09431 1.65642 -0.33148  C4 1.140
24 H -0.83726 -2.95478 -3.26838  C5 1.085
25 H 0.90404 -2.70820 -2.88804  C5 1.094
26 H 2.36156 3.82593 -1.45353  C6 1.045
27 H 0.91797 2.80003 -1.00163  C6 1.076
28 H 2.40203 2.77778 -0.10465  C6 1.064
29 H 1.33552 4.19206 -0.08081  C6 1.114
30 H 3.16353 0.34212 -0.40557  C7 1.167
31 H 2.86223 -1.55599 -0.27193  C7 1.125
32 H 0.95708 0.13894 1.18533  N9 1.056